Below is a structure of composition C18H27F5O8S in a non-equilibrium geometry, with properties calculated with ωB97M-V with the def2-TZVPD basis set.

Atoms and positions in Å:
C (-1.06, -1.98, -0.52)
H (-4.89, -0.18, 3.82)
C (1.17, -4.16, -0.64)
O (4.76, -1.26, -1.37)
H (2.06, -4.88, -0.73)
H (2.53, 3.22, -3.83)
C (-3.52, -1.59, 5.23)
C (-1.22, -3.37, 0.19)
C (0.49, 4.40, -5.56)
H (-4.10, 2.16, 3.41)
H (0.65, 3.32, -5.68)
C (2.32, 2.18, -3.58)
C (0.28, 2.91, -2.62)
C (-3.85, 0.03, 3.54)
O (4.67, -1.49, 1.10)
C (4.01, -2.50, -1.15)
H (2.80, -2.29, 0.91)
O (-2.96, -0.93, 4.10)
H (4.52, -3.49, -1.46)
H (-2.73, -2.15, 5.72)
C (-2.43, 1.62, 6.06)
C (-0.47, 3.95, -3.45)
F (-2.65, -0.38, -1.68)
H (-3.77, -0.06, 2.45)
H (-1.02, 4.61, -2.77)
H (-3.94, -0.88, 5.95)
H (1.34, 4.92, -6.02)
S (4.47, -0.24, -0.04)
H (-0.43, 4.70, -6.07)
H (0.39, -0.67, -1.88)
O (0.43, 4.77, -4.19)
H (-1.84, 2.52, 5.86)
H (1.00, 3.39, -1.96)
H (4.03, -3.61, 0.74)
H (-0.19, -5.49, 0.67)
O (-3.65, 1.67, 5.33)
H (-4.30, -2.29, 4.90)
H (2.71, 1.54, -4.37)
H (-2.16, -3.60, 0.78)
H (-1.85, 0.73, 5.82)
C (2.70, -2.47, -2.11)
H (-1.20, 3.47, -4.11)
F (-1.67, 0.26, 0.30)
C (0.24, -1.66, -1.33)
C (-3.45, 1.45, 3.94)
H (-2.67, 1.59, 7.13)
C (-0.12, -4.48, 0.16)
O (0.92, 1.95, -3.46)
H (2.82, 1.92, -2.64)
O (3.03, 0.18, 0.09)
C (3.82, -2.52, 0.46)
F (2.84, -3.48, -3.14)
C (-2.19, -0.87, -0.43)
C (1.33, -2.76, -1.34)
F (-3.31, -1.33, 0.33)
H (-0.44, 2.37, -2.00)
F (2.67, -1.21, -2.83)
H (-2.42, 1.66, 3.65)
O (5.53, 0.73, 0.35)

- total charge = 0
- spin multiplicity = 1
- max |F| (eV/A) = 4.78
- HOMO-LUMO gap (eV) = 8.45



Below is an isolated molecule of C4H5FN2S in a non-equilibrium geometry, with properties calculated with ωB97M-V with the def2-TZVPD basis set.

Atoms and positions in Å:
C (1.14, -1.86, 0.04)
H (-1.57, 2.36, 2.27)
H (1.01, -2.46, -0.88)
N (0.40, 0.37, 0.95)
F (-0.66, -0.62, -2.27)
H (0.76, -2.48, 0.89)
N (-0.84, 1.12, -0.73)
C (-0.34, 1.36, 0.53)
C (-0.36, -0.10, -1.09)
S (-0.70, 2.87, 1.38)
C (0.40, -0.58, -0.06)
H (-1.44, 1.72, -1.24)
H (2.20, -1.69, 0.20)

- SMILES string = Cc1nc(S)[nH]c1F
- total charge = 0
- spin multiplicity = 1
- max |F| (eV/A) = 1.05
- HOMO-LUMO gap (eV) = 9.37



Below is a structure of composition C43H51AsBaNO5P in a non-equilibrium geometry, with properties calculated with ωB97M-V with the def2-TZVPD basis set.

Atoms and positions in Å:
H (0.72, 1.03, -4.77)
H (-5.65, 4.58, 1.21)
O (0.12, -3.12, -0.07)
H (1.46, 4.59, -4.06)
H (-1.00, 6.70, 3.82)
H (-3.27, -6.46, 1.27)
H (-0.97, -2.23, -5.97)
C (-0.18, -5.33, 0.56)
C (1.74, -6.56, -0.47)
H (-1.59, -9.73, 1.43)
C (-0.47, 3.68, -4.37)
C (-1.60, -7.70, 0.75)
C (-2.17, -0.59, -4.02)
H (2.22, -7.38, 0.01)
H (1.07, -0.44, 5.24)
H (-2.20, -3.26, 0.58)
H (3.31, -2.04, -3.19)
C (-5.06, 2.63, 1.63)
C (-3.58, 4.29, 0.61)
C (3.50, -1.85, -1.13)
C (2.98, 4.15, 2.97)
H (-4.20, 0.64, 1.78)
C (-1.57, 3.15, -3.72)
H (1.25, 4.67, -1.61)
C (0.50, 0.04, -5.17)
H (-2.36, 0.46, -3.75)
P (-0.73, 3.74, 0.18)
H (-0.44, 3.61, -5.46)
O (2.75, -0.90, -0.89)
H (2.24, -3.14, -2.21)
H (1.96, -2.50, 2.55)
H (2.34, -5.69, -0.22)
C (-2.23, -6.47, 1.09)
H (-3.22, -9.09, 1.44)
C (3.05, 2.57, 1.21)
C (-0.19, 7.81, 0.70)
H (5.01, -1.32, 0.36)
C (0.62, -4.07, 0.60)
H (-2.70, 2.90, -1.97)
O (1.59, -1.78, 3.12)
C (-1.77, 3.29, -2.37)
H (-2.39, 2.74, -4.26)
H (0.13, 1.54, 4.30)
H (-1.15, 4.63, 2.52)
C (-0.21, 6.60, 0.01)
O (-2.26, -0.16, 0.83)
H (-2.72, -1.19, -3.30)
O (1.65, -3.85, 1.30)
Ba (0.33, -0.51, 0.53)
H (-3.28, -4.14, 1.63)
C (1.71, 2.10, 3.01)
C (-2.27, -9.04, 0.88)
C (-0.36, -7.71, 0.21)
C (-4.83, 3.90, 1.11)
H (0.42, 0.41, 2.98)
H (-5.98, 2.35, 2.08)
C (-1.82, 1.05, 0.78)
H (-2.41, -9.42, -0.14)
H (1.80, -6.64, -1.56)
C (-0.48, 7.88, 2.06)
C (2.54, -0.98, 3.75)
H (2.46, 0.64, 5.12)
H (4.57, -3.00, 0.29)
C (0.92, 1.05, 3.71)
H (5.57, -2.30, -1.10)
C (3.24, -2.69, -2.34)
H (0.28, -3.19, -5.18)
C (1.77, 0.07, 4.56)
H (3.19, -0.46, 3.01)
C (-0.81, 6.73, 2.77)
C (-2.20, -3.98, 1.38)
H (-2.57, -0.71, -5.04)
C (0.57, 4.26, -3.62)
H (0.07, 8.70, 0.17)
H (-3.35, 5.27, 0.17)
C (-4.05, 1.71, 1.48)
H (4.21, 4.39, 1.22)
H (0.00, 6.60, -1.06)
N (2.18, 1.76, 1.79)
C (2.05, 3.31, 3.60)
H (1.58, 3.59, 4.54)
H (-1.71, -3.56, 2.28)
H (3.26, 5.10, 3.40)
H (-1.40, -3.31, -4.64)
C (3.52, 3.75, 1.76)
H (3.99, -3.48, -2.47)
C (0.32, -6.52, 0.08)
As (-0.33, -1.14, -3.83)
C (-1.53, -5.29, 1.01)
C (-2.55, 3.36, 0.52)
C (4.74, -2.11, -0.36)
H (0.09, -8.65, -0.03)
H (1.44, -0.39, -5.52)
C (0.44, 4.26, -2.25)
H (3.26, -1.57, 4.34)
C (-2.87, 2.05, 0.89)
C (-0.73, 3.79, -1.60)
C (-0.88, 5.55, 2.09)
H (-0.09, 0.14, -6.08)
H (-0.46, 8.81, 2.56)
H (3.42, 2.19, 0.24)
C (-0.66, -2.61, -5.01)
C (-0.66, 5.47, 0.71)

- total charge = 0
- spin multiplicity = 1
- max |F| (eV/A) = 2.48
- HOMO-LUMO gap (eV) = 6.97



no.,highest occupied orbital energy (Eh)
1,-0.33651
2,-0.31900
3,-0.24772